1.
{"formula": "C48H40Cl2F3N5P2S2V", "method": "wB97M-V/def2-TZVPD", "gap_ev": [6.03, 6.40], "energy_ha": -5770.0112, "charge": 0, "fmax_ev_per_a": 1.11, "multiplicity": 4, "e_lumo_ev": [-0.6, -0.8], "elements": ["V", "C", "C", "N", "N", "C", "N", "S", "C", "C", "C", "C", "C", "N", "H", "H", "H", "H", "H", "H", "H", "H", "H", "H", "Cl", "C", "C", "C", "C", "C", "Cl", "C", "S", "H", "H", "H", "C", "N", "P", "C", "C", "C", "C", "C", "C", "C", "C", "C", "C", "C", "C", "P", "C", "C", "C", "C", "C", "C", "C", "C", "C", "C", "C", "C", "H", "H", "H", "H", "H", "H", "H", "H", "H", "H", "H", "H", "H", "H", "H", "H", "H", "H", "H", "H", "H", "H", "H", "F", "C", "F", "F", "C", "C", "C", "C", "C", "C", "C", "C", "H", "H", "H", "H"], "xyz": [[-1.16, -0.95, 0.90], [-3.36, -4.63, 0.48], [-2.36, -3.62, 0.91], [-1.99, -2.66, 0.16], [-2.54, -2.65, -1.12], [-1.71, -2.41, -2.18], [-2.36, -2.03, -3.30], [-0.08, -2.69, -2.17], [-1.67, -3.66, 2.22], [-1.97, -4.61, 3.18], [-1.23, -4.65, 4.35], [-0.18, -3.77, 4.49], [0.05, -2.84, 3.48], [-0.70, -2.75, 2.38], [-3.15, -4.95, -0.54], [-4.37, -4.20, 0.50], [-3.37, -5.51, 1.13], [-3.48, -2.27, -1.16], [-3.25, -1.55, -3.22], [-1.77, -1.76, -4.07], [-2.79, -5.29, 3.04], [-1.46, -5.37, 5.12], [0.46, -3.78, 5.36], [0.87, -2.15, 3.57], [-0.89, 1.64, 1.74], [-1.63, 1.64, 3.32], [-1.28, 2.67, 4.18], [-1.84, 2.72, 5.44], [-2.74, 1.73, 5.82], [-3.06, 0.71, 4.95], [-4.19, -0.50, 5.50], [-2.52, 0.61, 3.65], [-2.95, -0.69, 2.57], [-0.57, 3.42, 3.85], [-1.59, 3.51, 6.13], [-3.20, 1.74, 6.80], [3.14, -0.94, -1.60], [2.29, -0.19, -0.67], [1.57, -0.89, 0.71], [2.37, -2.53, 0.88], [1.64, -3.66, 0.50], [2.19, -4.93, 0.65], [3.46, -5.09, 1.18], [4.19, -3.98, 1.56], [3.65, -2.71, 1.41], [2.33, 0.07, 2.08], [1.59, 0.34, 3.24], [2.14, 1.08, 4.27], [3.43, 1.58, 4.16], [4.17, 1.34, 3.01], [3.62, 0.59, 1.98], [1.44, 1.24, -1.12], [1.21, 1.08, -2.94], [2.21, 1.30, -3.88], [1.94, 1.22, -5.24], [0.65, 0.94, -5.67], [-0.36, 0.74, -4.74], [-0.08, 0.80, -3.38], [2.72, 2.55, -1.04], [4.10, 2.33, -0.95], [4.98, 3.40, -0.88], [4.50, 4.70, -0.92], [3.13, 4.93, -1.01], [2.25, 3.86, -1.06], [3.59, -1.79, -1.10], [3.94, -0.32, -1.99], [2.56, -1.30, -2.45], [0.65, -3.54, 0.08], [1.61, -5.80, 0.35], [3.88, -6.08, 1.30], [5.18, -4.09, 1.98], [4.22, -1.85, 1.74], [0.57, 0.01, 3.32], [1.55, 1.30, 5.15], [3.86, 2.17, 4.96], [5.17, 1.74, 2.91], [4.18, 0.42, 1.07], [3.21, 1.55, -3.55], [2.73, 1.39, -5.96], [0.43, 0.90, -6.73], [-1.38, 0.55, -5.08], [-0.87, 0.63, -2.65], [4.49, 1.32, -0.93], [6.04, 3.22, -0.81], [5.19, 5.54, -0.86], [2.75, 5.94, -1.03], [1.19, 4.04, -1.12], [-6.26, 4.11, -5.66], [-5.07, 4.51, -5.17], [-5.26, 5.73, -4.63], [-4.26, 4.69, -6.23], [-4.51, 3.54, -4.18], [-3.43, 3.93, -3.39], [-2.87, 3.04, -2.50], [-3.37, 1.73, -2.37], [-4.46, 1.36, -3.17], [-5.02, 2.26, -4.07], [-2.74, 0.82, -1.47], [-2.11, 0.17, -0.64], [-3.04, 4.93, -3.48], [-2.04, 3.33, -1.88], [-4.88, 0.37, -3.07], [-5.87, 1.96, -4.68]], "mulliken_spin": [2.75, 0.01, -0.01, -0.19, 0.04, 0.02, 0.00, 0.01, 0.14, 0.01, 0.00, 0.03, 0.02, 0.07, 0.00, 0.01, 0.00, 0.00, 0.00, 0.00, 0.00, 0.00, 0.00, 0.00, 0.01, 0.02, 0.00, 0.01, 0.00, 0.00, 0.00, 0.00, -0.03, 0.00, 0.00, 0.00, 0.00, 0.00, 0.03, -0.01, 0.02, 0.00, 0.00, 0.00, 0.00, -0.12, 0.08, -0.01, 0.00, 0.00, 0.00, 0.06, 0.00, 0.00, 0.00, 0.00, 0.00, -0.02, 0.01, 0.00, 0.00, 0.00, 0.00, 0.00, 0.00, 0.00, 0.00, 0.00, 0.00, 0.00, 0.00, 0.00, 0.08, 0.00, 0.00, 0.00, 0.00, 0.00, 0.00, 0.00, 0.00, 0.01, 0.00, 0.00, 0.00, 0.00, 0.00, 0.00, 0.00, 0.00, 0.00, 0.01, 0.00, 0.01, -0.02, 0.02, 0.00, 0.04, -0.08, 0.00, 0.00, 0.00, 0.00]}

---

2.
{"formula": "C48H40N4OP2PdS", "method": "wB97M-V/def2-TZVPD", "gap_ev": [5.71, 4.93], "energy_ha": -3355.5950, "charge": 2, "fmax_ev_per_a": 0.13, "multiplicity": 5, "e_lumo_ev": [-5.0, -7.8], "elements": ["Pd", "C", "C", "N", "N", "C", "O", "C", "C", "C", "C", "C", "C", "C", "C", "C", "C", "C", "N", "H", "H", "H", "H", "H", "H", "H", "H", "H", "H", "H", "H", "S", "C", "C", "C", "C", "C", "C", "C", "C", "C", "N", "H", "H", "H", "H", "H", "H", "C", "P", "C", "C", "C", "C", "C", "C", "C", "C", "C", "C", "C", "C", "P", "C", "C", "C", "C", "C", "C", "C", "C", "C", "C", "C", "C", "H", "H", "H", "H", "H", "H", "H", "H", "H", "H", "H", "H", "H", "H", "H", "H", "H", "H", "H", "H", "H", "H"], "xyz": [[-1.21, 1.65, 0.29], [2.51, 3.18, 2.13], [1.18, 2.56, 1.86], [0.68, 2.43, 0.54], [1.39, 2.93, -0.44], [0.73, 2.86, -1.64], [-0.45, 2.45, -1.75], [1.48, 3.30, -2.83], [2.79, 3.79, -2.73], [3.47, 4.18, -3.87], [2.86, 4.09, -5.11], [1.56, 3.60, -5.22], [0.87, 3.21, -4.08], [0.34, 2.09, 2.87], [0.67, 2.14, 4.25], [-0.20, 1.66, 5.18], [-1.43, 1.11, 4.77], [-1.71, 1.09, 3.42], [-0.87, 1.54, 2.49], [2.98, 3.49, 1.20], [3.17, 2.48, 2.65], [2.40, 4.06, 2.77], [3.25, 3.87, -1.76], [4.48, 4.57, -3.79], [3.39, 4.40, -6.00], [1.08, 3.54, -6.19], [-0.14, 2.84, -4.14], [1.62, 2.57, 4.55], [0.05, 1.70, 6.23], [-2.15, 0.74, 5.48], [-2.66, 0.70, 3.05], [-5.66, 1.70, 0.23], [-5.25, 0.11, -0.19], [-3.90, -0.09, -0.23], [-3.15, 1.08, 0.10], [-4.00, 2.13, 0.36], [-3.50, 3.46, 0.62], [-4.26, 4.60, 0.85], [-3.62, 5.81, 1.03], [-2.23, 5.87, 0.98], [-1.53, 4.70, 0.75], [-2.15, 3.53, 0.59], [-6.03, -0.61, -0.41], [-3.49, -1.04, -0.52], [-5.34, 4.53, 0.88], [-4.19, 6.71, 1.21], [-1.69, 6.80, 1.11], [-0.45, 4.68, 0.70], [-1.16, -1.92, 0.38], [-0.19, -0.41, -0.07], [1.28, -0.55, 0.98], [2.52, -0.10, 0.55], [3.62, -0.20, 1.40], [3.48, -0.72, 2.68], [2.23, -1.12, 3.13], [1.13, -1.03, 2.28], [0.23, -0.66, -1.80], [1.41, -1.22, -2.27], [1.61, -1.36, -3.64], [0.62, -0.97, -4.53], [-0.57, -0.43, -4.07], [-0.76, -0.26, -2.71], [-0.23, -3.42, 0.83], [-1.34, -4.76, 1.04], [-0.82, -6.07, 1.07], [-1.66, -7.14, 1.28], [-3.02, -6.92, 1.49], [-3.54, -5.63, 1.49], [-2.71, -4.55, 1.28], [1.13, -3.85, -0.23], [0.87, -4.44, -1.47], [1.93, -4.78, -2.30], [3.23, -4.55, -1.89], [3.49, -3.98, -0.65], [2.44, -3.63, 0.19], [-1.77, -2.17, -0.48], [-1.82, -1.68, 1.21], [2.64, 0.34, -0.43], [4.59, 0.14, 1.05], [4.34, -0.79, 3.33], [2.10, -1.49, 4.14], [0.15, -1.29, 2.68], [2.18, -1.55, -1.59], [2.54, -1.79, -4.00], [0.79, -1.09, -5.60], [-1.33, -0.12, -4.76], [-1.67, 0.22, -2.35], [0.24, -6.23, 0.91], [-1.27, -8.14, 1.29], [-3.68, -7.76, 1.66], [-4.60, -5.47, 1.66], [-3.12, -3.55, 1.29], [-0.15, -4.63, -1.79], [1.73, -5.23, -3.26], [4.06, -4.82, -2.53], [4.51, -3.81, -0.32], [2.64, -3.18, 1.16]], "mulliken_spin": [0.62, 0.07, 0.32, 0.39, 0.53, -0.03, 0.23, -0.04, 0.04, -0.02, 0.03, -0.01, 0.03, -0.03, 0.19, -0.03, 0.21, -0.05, 0.34, 0.01, 0.02, 0.01, 0.00, 0.00, 0.00, 0.00, 0.00, 0.02, 0.00, 0.01, 0.01, 0.00, 0.00, -0.01, -0.01, -0.02, 0.02, 0.01, 0.00, 0.01, 0.01, 0.05, 0.00, 0.01, 0.00, 0.00, 0.00, -0.01, 0.08, 0.01, -0.07, 0.01, 0.00, 0.00, 0.02, 0.07, 0.02, 0.00, 0.00, 0.00, 0.00, -0.02, 0.49, 0.05, 0.09, -0.04, 0.11, -0.03, 0.07, 0.08, 0.02, 0.00, 0.00, 0.00, 0.00, 0.03, 0.01, 0.02, 0.00, 0.00, 0.00, 0.04, 0.00, 0.00, 0.00, 0.00, 0.00, 0.01, 0.00, 0.00, 0.00, 0.01, 0.00, 0.00, 0.00, 0.00, 0.00]}